# 1
{"formula": "C23H41Cl3N3O3SiSn", "method": "ωB97M-V/def2-TZVPD", "homo_ev": -4.72, "total_charge": -1, "e_tot_ha": -3175.47606, "e_above_lowest_kcal_mol": 0.0, "e_lumo_ha": 0.0855, "gap_ev": 7.04, "species": ["C", "C", "H", "H", "H", "C", "C", "H", "H", "H", "H", "Sn", "Cl", "Cl", "C", "O", "N", "C", "C", "H", "H", "H", "H", "H", "H", "H", "H", "H", "C", "C", "N", "H", "C", "O", "H", "H", "H", "H", "O", "C", "C", "C", "H", "C", "H", "C", "H", "C", "C", "H", "H", "H", "Si", "Cl", "C", "C", "C", "H", "H", "H", "H", "H", "H", "H", "H", "H", "C", "C", "C", "N", "H", "H", "H", "H", "H"], "coordinates": [[2.934603, -2.593234, -2.300171], [2.245219, -1.705333, -3.273061], [2.308039, -3.455250, -2.065240], [3.240317, -2.095670, -1.375107], [3.857247, -3.011742, -2.751017], [2.065771, -2.220653, -4.501177], [2.294026, -3.667007, -4.835204], [1.794412, -1.600252, -5.357859], [1.747973, -4.335482, -4.147998], [3.351638, -3.982314, -4.789159], [1.930615, -3.888223, -5.847114], [1.824677, 0.501707, 0.910930], [2.926227, 0.242226, 2.955033], [2.862414, 2.372323, -0.190615], [0.332994, 3.003052, 2.160598], [0.148328, 1.768263, 2.060824], [-0.574054, 3.981817, 1.946678], [-2.018845, 3.748989, 1.853887], [-0.045780, 5.211548, 1.366705], [1.343555, 3.355714, 2.392874], [-2.366865, 3.143131, 2.697901], [-2.321077, 3.264220, 0.911870], [-2.516044, 4.725975, 1.907782], [0.815206, 5.508921, 1.974126], [-0.806924, 6.000793, 1.386266], [0.295762, 5.059741, 0.323700], [-0.662140, -5.087032, 4.200462], [-0.961819, -3.838750, 1.019493], [-1.688693, -4.839752, 3.890857], [-1.898287, -3.888522, 1.578953], [-1.692860, -3.700709, 2.993535], [-2.272909, -4.599553, 4.792698], [-1.364074, -2.475758, 3.499931], [-1.559462, -1.377336, 3.002219], [-2.583557, -3.136412, 1.179161], [-0.796878, -2.529367, 4.438797], [-2.129120, -5.693624, 3.372440], [-2.331613, -4.875864, 1.468499], [1.082259, -0.060034, -1.716611], [1.954773, -0.228543, -2.857010], [0.449140, 0.255890, -4.808083], [1.485825, 0.676535, -3.973524], [0.050009, -0.747406, -4.690585], [0.004644, 1.107616, -5.817642], [2.922938, 0.119889, -2.469939], [2.005191, 1.971193, -4.060553], [-0.772296, 0.738219, -6.478414], [0.574135, 2.361650, -5.964587], [1.561203, 2.795548, -5.082847], [2.759182, 2.276351, -3.323281], [0.282556, 2.968893, -6.816348], [2.026773, 3.762272, -5.199431], [-0.679386, 0.094005, -1.477898], [-0.610452, -2.201999, -1.339720], [-2.028328, -0.464141, -2.708979], [-0.828085, 2.083119, -1.775998], [-1.554916, 0.076142, 0.217378], [-2.121647, 0.182979, -3.574637], [-2.963887, -0.532866, -2.140915], [-1.758856, -1.489396, -3.037469], [-1.309050, -0.849258, 0.710301], [-2.641607, 0.085007, 0.084738], [-1.329262, 0.866922, 0.930955], [-1.035389, 2.333905, -2.830840], [0.065065, 2.674699, -1.540538], [-1.639287, 2.564192, -1.202057], [-0.125527, 0.551684, 8.062283], [-0.980884, 0.461917, 6.807509], [-0.178733, -0.083970, 5.723110], [0.526997, -0.581793, 4.949072], [0.343803, -0.416759, 8.250203], [-0.704149, 0.819858, 8.938413], [0.655450, 1.295870, 7.907964], [-1.844639, -0.201683, 6.957481], [-1.371610, 1.442935, 6.496027]], "forces_ev_per_a": [[0.461, -0.430, 0.578], [-0.394, 0.586, -0.791], [-0.070, 0.076, 0.303], [-0.320, -0.012, -0.047], [-0.332, 0.235, 0.124], [0.148, 0.525, -0.088], [0.068, -0.475, -0.063], [-0.161, -0.163, 0.475], [0.150, 0.259, -0.133], [-0.218, 0.188, 0.001], [0.123, 0.058, 0.193], [-1.305, -1.323, -0.856], [1.161, 0.263, 1.261], [0.457, 0.875, 0.001], [-0.146, -1.374, -0.621], [-0.150, 2.168, 0.742], [-0.207, -0.338, 0.129], [-0.017, -0.217, -0.292], [0.404, 0.118, -0.040], [0.022, 0.280, -0.178], [0.225, -0.007, -0.246], [0.218, 0.050, 0.289], [0.170, -0.236, 0.029], [-0.073, 0.212, -0.236], [0.223, -0.250, 0.104], [-0.259, 0.058, 0.459], [-0.209, -0.196, -0.002], [-0.088, 0.105, -0.052], [0.433, 0.343, 0.199], [-0.287, 0.081, -0.246], [0.020, 0.686, 0.472], [0.125, -0.294, -0.246], [0.156, 0.656, -0.268], [-0.151, -1.149, -0.041], [0.175, -0.073, -0.023], [-0.256, -0.256, 0.384], [0.050, 0.097, 0.216], [-0.156, -0.112, -0.340], [-0.525, 0.018, -0.527], [-0.257, -0.366, 0.506], [0.313, 0.514, -0.158], [-0.082, -0.260, 0.508], [-0.148, 0.362, 0.038], [-0.001, -0.537, 0.379], [-0.037, 0.224, -0.201], [-0.062, -0.601, -0.098], [0.013, 0.252, -0.089], [0.108, 0.060, -0.286], [0.120, 0.003, 0.053], [-0.317, 0.001, -0.420], [-0.024, 0.137, 0.199], [-0.111, 0.227, -0.090], [-0.643, 0.976, -0.762], [1.140, -2.420, 1.162], [0.371, -0.122, -0.968], [0.333, -0.028, -0.288], [0.598, 0.105, 0.382], [-0.402, 0.346, -0.186], [0.092, 0.120, -0.181], [-0.616, 0.990, -0.233], [-0.104, -0.199, 0.329], [0.040, -0.018, -0.397], [-0.036, 0.006, -0.306], [0.039, -0.218, 0.112], [0.186, -0.193, 0.143], [-0.029, -0.424, -0.013], [0.251, -0.067, 0.029], [-0.568, 0.156, -0.176], [1.123, -0.835, -1.158], [-0.931, 0.677, 1.179], [0.028, 0.144, 0.023], [-0.183, 0.131, 0.091], [0.066, -0.078, 0.130], [0.179, 0.185, -0.050], [0.086, -0.277, 0.172]]}

***

# 2
{"formula": "C17H64N18O15", "method": "ωB97M-V/def2-TZVPD", "homo_ev": -8.04, "total_charge": 0, "e_tot_ha": -2800.32770, "e_above_lowest_kcal_mol": 0.0, "e_lumo_ha": -0.0045, "gap_ev": 7.92, "species": ["C", "C", "O", "H", "H", "H", "H", "H", "H", "C", "C", "O", "H", "H", "H", "H", "H", "H", "C", "O", "N", "N", "H", "H", "H", "H", "C", "O", "N", "N", "H", "H", "H", "H", "C", "O", "N", "N", "H", "H", "H", "H", "C", "O", "N", "N", "H", "H", "H", "H", "C", "O", "N", "N", "H", "H", "H", "H", "C", "O", "N", "N", "H", "H", "H", "H", "C", "O", "N", "N", "H", "H", "H", "H", "C", "O", "N", "N", "H", "H", "H", "H", "C", "O", "N", "N", "H", "H", "H", "H", "C", "O", "H", "H", "H", "H", "C", "O", "H", "H", "H", "H", "C", "O", "H", "H", "H", "H", "C", "O", "H", "H", "H", "H"], "coordinates": [[-0.363974, 0.829184, 0.661175], [0.602026, 1.307184, -0.477825], [1.532026, 0.261184, -0.684825], [-1.126974, 1.505184, 0.823175], [0.171026, 0.703184, 1.539175], [-0.867974, -0.084816, 0.328175], [1.060026, 2.263184, -0.233825], [-0.049974, 1.479184, -1.377825], [2.072026, 0.596184, -1.437825], [-1.868974, -5.540816, 0.258175], [-0.610974, -4.658816, 0.076175], [-0.894974, -3.272816, 0.039175], [-1.588974, -6.601816, 0.228175], [-2.651974, -5.366816, -0.545825], [-2.349974, -5.271816, 1.209175], [-0.186974, -4.803816, -0.897825], [0.191026, -4.857816, 0.819175], [-0.065974, -2.821816, 0.086175], [-3.961974, -1.931816, 1.520175], [-3.672974, -3.289816, 1.744175], [-3.848974, -1.261816, 0.396175], [-4.563974, -1.248816, 2.474175], [-3.239974, -1.695816, -0.344825], [-3.888974, -0.180816, 0.322175], [-4.480974, -1.624816, 3.428175], [-4.726974, -0.272816, 2.418175], [1.904026, 0.116184, 3.592175], [2.471026, 0.474184, 2.395175], [1.073026, 0.876184, 4.257175], [2.228026, -0.965816, 4.169175], [0.673026, 1.674184, 3.766175], [0.463026, 0.459184, 4.939175], [2.984026, -1.369816, 3.585175], [2.161026, -1.051816, 5.173175], [1.517026, -1.176816, -4.673825], [2.800026, -1.220816, -5.314825], [1.276026, -1.680816, -3.508825], [0.464026, -0.660816, -5.264825], [2.132026, -1.867816, -2.960825], [0.491026, -1.257816, -3.019825], [0.680026, -0.273816, -6.182825], [-0.400974, -1.114816, -5.077825], [1.486026, 3.837184, 2.749175], [0.306026, 3.066184, 2.638175], [2.727026, 3.414184, 2.550175], [1.451026, 5.140184, 2.999175], [2.746026, 2.381184, 2.366175], [3.489026, 3.850184, 2.980175], [0.580026, 5.608184, 3.223175], [2.320026, 5.761184, 3.033175], [-0.466974, -2.820816, 3.217175], [-0.406974, -1.807816, 2.345175], [0.489026, -2.992816, 4.132175], [-1.441974, -3.713816, 3.297175], [1.155026, -2.193816, 4.134175], [0.370026, -3.445816, 5.063175], [-2.149974, -3.584816, 2.575175], [-1.199974, -4.747816, 3.412175], [2.431026, -2.858816, -0.113825], [2.954026, -2.553816, -1.363825], [1.597026, -2.126816, 0.571175], [2.871026, -3.790816, 0.603175], [1.361026, -1.180816, 0.156175], [1.117026, -2.263816, 1.423175], [3.487026, -4.489816, 0.147175], [2.469026, -4.108816, 1.520175], [4.892026, 1.009184, -1.129825], [5.758026, 1.761184, -1.921825], [4.589026, -0.270816, -1.414825], [4.226026, 1.424184, -0.032825], [4.872026, -0.626816, -2.332825], [3.843026, -0.898816, -1.024825], [4.138026, 2.428184, -0.015825], [3.624026, 0.805184, 0.528175], [-2.275974, -1.340816, -2.359825], [-0.979974, -0.824816, -2.255825], [-3.154974, -0.740816, -3.106825], [-2.699974, -2.339816, -1.700825], [-2.808974, 0.097184, -3.648825], [-4.180974, -0.895816, -3.159825], [-1.986974, -2.780816, -1.054825], [-3.625974, -2.768816, -1.791825], [-1.261974, 2.089184, -3.908825], [-2.307974, 1.505184, -4.552825], [-0.040974, 1.611184, -3.947825], [-1.438974, 3.153184, -3.178825], [0.088026, 0.719184, -4.419825], [0.673026, 1.917184, -3.307825], [-2.418974, 3.453184, -3.045825], [-0.749974, 3.501184, -2.517825], [-3.471974, 2.058184, -0.720825], [-4.031974, 1.634184, 0.471175], [-3.544974, 3.172184, -0.794825], [-3.983974, 1.705184, -1.619825], [-2.445974, 1.815184, -0.833825], [-4.725974, 2.193184, 0.877175], [-0.424974, 4.559184, -0.228825], [0.288026, 4.333184, -1.410825], [-1.276974, 5.183184, -0.289825], [0.260026, 5.085184, 0.466175], [-0.827974, 3.712184, 0.349175], [0.908026, 4.998184, -1.712825], [2.870026, 1.665184, -3.609825], [2.328026, 2.475184, -2.580825], [2.830026, 0.597184, -3.495825], [3.875026, 1.850184, -3.675825], [2.425026, 2.001184, -4.539825], [2.682026, 3.379184, -2.632825], [-2.478974, 1.292184, 3.283175], [-2.058974, -0.024816, 3.530175], [-1.881974, 1.865184, 2.584175], [-2.499974, 1.901184, 4.219175], [-3.414974, 1.393184, 2.868175], [-1.439974, -0.323816, 2.897175]], "forces_ev_per_a": [[1.059, -0.834, -3.040], [-2.631, -0.336, 0.787], [0.515, 1.345, -1.353], [-1.412, 1.725, 0.284], [0.964, -0.444, 1.659], [0.333, -0.132, 0.089], [0.380, -0.121, 0.151], [0.764, -0.319, 0.573], [-0.148, -0.681, 0.717], [-0.224, 0.874, -0.289], [-0.144, -0.280, -0.536], [-1.835, -0.755, 0.626], [-0.040, 0.279, 0.093], [1.092, -0.068, 0.842], [0.028, -0.335, -0.343], [0.541, -1.057, -0.601], [-0.603, -0.122, -0.074], [0.858, 0.920, -0.116], [0.491, -5.347, 1.201], [-1.039, 6.126, -1.520], [1.555, 1.431, -2.515], [-0.642, -0.915, 3.177], [-1.092, 0.750, 1.417], [-0.182, -2.464, 0.873], [-0.124, 0.272, -0.969], [0.136, 0.612, -0.286], [1.276, 5.670, -6.605], [-2.229, -1.457, 5.034], [-1.362, 1.505, 0.291], [3.469, -4.314, 0.409], [-0.058, 0.357, -0.353], [-0.058, -0.131, 0.068], [-0.343, -0.294, 1.319], [0.502, -0.005, -0.163], [8.176, -1.316, -3.721], [-6.520, 0.667, 3.274], [1.721, -0.449, 2.116], [-0.523, 1.098, -2.871], [-0.899, -0.388, -0.040], [-0.430, -0.437, 0.542], [-0.547, -0.473, 0.216], [-0.801, -0.036, -0.169], [-4.838, -2.490, -0.611], [5.943, 3.860, 0.733], [-1.242, -3.749, -1.207], [0.226, 3.102, 0.740], [0.423, 0.671, 0.269], [1.057, 0.617, 0.519], [0.245, -0.419, -0.090], [-1.873, -1.633, -0.183], [-0.090, 2.936, -2.171], [-0.094, -3.628, 3.602], [2.231, 0.599, 1.681], [-0.720, -2.565, -0.922], [-0.812, -1.200, -0.101], [-0.436, 0.338, -1.608], [-0.761, 0.145, -0.217], [-0.261, 2.314, 0.200], [1.411, 4.587, -6.026], [-2.370, -1.460, 5.594], [-1.896, 4.472, -2.547], [3.529, -7.714, 2.769], [0.411, -1.207, 0.289], [-0.161, -0.607, 1.300], [-0.663, 0.810, 0.521], [0.500, 0.912, -1.622], [2.828, 1.662, -3.473], [-4.620, -3.364, 4.235], [0.118, -1.481, -1.550], [0.561, 1.283, 0.387], [0.243, 0.365, 0.667], [0.802, 1.086, -0.188], [-0.142, -0.155, 0.600], [0.287, 0.672, -0.651], [5.711, 4.358, -1.204], [-5.732, -2.350, -0.127], [-1.626, 2.857, -2.640], [0.457, -4.968, 2.576], [-0.302, -0.468, 0.245], [1.511, -0.316, 0.388], [-0.539, -0.054, -0.507], [0.777, 0.456, -0.289], [-3.569, -3.373, -2.562], [3.623, 1.953, 2.122], [0.341, -0.409, -0.512], [-2.440, 2.437, 1.480], [0.027, 0.321, 0.132], [-0.142, 0.411, 0.108], [1.136, -0.328, -0.300], [0.098, -0.012, -0.322], [-1.106, 2.738, -1.592], [-0.689, -0.744, 1.734], [0.233, -0.600, 0.056], [-0.182, -0.367, 0.147], [0.953, -0.580, 0.372], [0.765, -0.234, -0.995], [1.333, 1.157, 2.267], [-0.410, -1.363, -0.737], [-0.985, 1.057, -0.917], [-0.430, -0.331, 0.015], [0.925, -0.547, -0.930], [-0.287, 0.451, 0.637], [-0.615, 0.981, -1.181], [-0.459, 0.048, 1.106], [-0.823, -0.346, 0.544], [2.745, 0.471, -0.202], [-0.157, -0.534, -0.423], [0.033, -0.794, -0.130], [1.873, 1.154, 1.474], [-1.320, 0.916, 1.562], [0.678, -0.184, 0.060], [0.152, -0.607, -0.356], [-2.579, -0.435, -0.818], [1.209, -0.703, -1.415]]}